No. 1
C22H47BeNO4Si2 as an isolated structure, computed with ωB97M-V with the def2-TZVPD basis set.

Calculated values
Lowest unoccupied orbital energy = -0.44 eV
Net charge = 0
Gap between HOMO and LUMO = 6.4557 eV
Relative energy (zero: lowest compared OMol25 entry of this formula, charge and spin) = 0.0 kcal/mol

Last column: Löwdin charge in e.
Element x y z (Å)
O (-1.38, -2.37, -3.57)  -0.2629
O (-2.44, -0.46, -4.58)  -0.1889
C (-0.37, -3.39, -3.54)  -0.2392
C (0.45, -3.42, -2.27)  -0.0624
H (0.25, -3.18, -4.41)  0.1103
H (-0.88, -4.34, -3.73)  0.1124
H (0.68, -2.41, -1.92)  0.0691
H (1.38, -3.97, -2.46)  0.0844
H (-0.09, -3.96, -1.48)  0.0812
C (-2.24, -2.29, -2.39)  -0.2411
C (-3.40, -3.23, -2.46)  -0.0576
H (-2.57, -1.25, -2.35)  0.0815
H (-1.63, -2.39, -1.47)  0.1052
H (-4.02, -2.95, -3.31)  0.0624
H (-3.98, -3.13, -1.54)  0.0856
H (-3.07, -4.26, -2.58)  0.0807
C (-3.55, 0.48, -4.54)  -0.1651
C (-2.22, -1.11, -5.87)  -0.1731
C (-4.05, 0.61, -3.13)  -0.0549
H (-4.33, 0.06, -5.18)  0.1265
H (-3.24, 1.44, -4.97)  0.1024
H (-4.49, -0.31, -2.73)  0.0869
H (-4.87, 1.33, -3.08)  0.0858
H (-3.29, 0.99, -2.44)  0.0735
C (-3.14, -2.28, -5.94)  -0.0497
H (-1.17, -1.38, -5.90)  0.1114
H (-2.39, -0.37, -6.67)  0.1211
H (-2.87, -2.98, -5.15)  0.0681
H (-3.06, -2.78, -6.90)  0.0899
H (-4.18, -1.98, -5.81)  0.0797
H (-1.64, -0.42, -3.91)  0.0246
Be (1.01, 1.41, -1.33)  0.1265
C (-0.40, 0.29, -3.25)  -0.1952
Si (0.42, 1.12, -4.73)  0.4464
H (-0.93, 0.93, -2.55)  -0.0183
H (0.14, -0.50, -2.73)  -0.0009
C (1.39, -0.15, -5.69)  -0.1744
C (1.59, 2.55, -4.33)  -0.2159
C (-0.83, 2.01, -5.85)  -0.1810
C (2.62, 2.02, -1.46)  -0.2742
Si (3.59, 1.89, 0.14)  0.4272
H (2.64, 3.07, -1.81)  0.0062
H (3.17, 1.45, -2.24)  0.0185
C (5.17, 2.92, 0.07)  -0.1982
C (4.05, 0.11, 0.51)  -0.1837
C (2.60, 2.55, 1.59)  -0.1899
H (-0.32, 2.89, -6.28)  0.0296
H (-1.71, 2.38, -5.30)  0.0149
H (-1.16, 1.37, -6.70)  0.0230
H (2.39, -0.25, -5.25)  0.0368
H (1.50, 0.21, -6.72)  0.0345
H (0.91, -1.13, -5.71)  0.0040
H (2.60, 2.18, -4.10)  0.0157
H (1.24, 3.17, -3.50)  0.0103
H (1.67, 3.20, -5.22)  0.0248
H (4.81, -0.25, -0.20)  0.0287
H (3.18, -0.55, 0.44)  0.0214
H (4.47, 0.01, 1.52)  0.0288
H (1.89, 1.81, 1.97)  0.0254
H (2.03, 3.45, 1.32)  0.0199
H (3.28, 2.82, 2.41)  0.0269
H (5.61, 3.04, 1.06)  0.0217
H (4.98, 3.92, -0.32)  0.0239
H (5.93, 2.46, -0.57)  0.0253
O (-0.64, -1.12, 0.57)  0.0746
C (-0.19, -0.11, 0.05)  -0.4983
O (0.90, -0.03, -0.70)  -0.0781
C (-0.86, 1.23, 0.19)  -0.1367
C (-1.94, 1.45, 1.03)  0.0222
C (-2.43, 2.75, 1.13)  -0.0268
C (-1.79, 3.77, 0.41)  -0.0379
C (-0.74, 3.47, -0.45)  -0.0505
N (-0.29, 2.20, -0.58)  0.0895
H (-2.30, 0.59, 1.58)  0.1298
H (-3.27, 2.96, 1.78)  0.1153
H (-2.10, 4.80, 0.50)  0.1070
H (-0.24, 4.22, -1.08)  0.1335

No. 2
A 11-piece molecular cluster, C33H63N4O14PS2 overall, computed with ωB97M-V with the def2-TZVPD basis set.

Calculated values
Lowest unoccupied orbital energy = 0.05 eV
SMILES = CCCc1c(COCOCCO)cc(CC(=O)N(C)C)c2c1Nc1c(CC)c(N=C(C)C)c([PH2]=S)c(-c3cccnc3)c1S2.O.O.O.O.O.O.O.O.O.O
Net charge = 0
Gap between HOMO and LUMO = 7.5431 eV

Last column: Löwdin charge in e.
Element x y z (Å)
C (-0.06, -3.73, -2.10)  -0.0934
C (1.22, -3.00, -2.56)  -0.2093
C (1.20, -1.46, -2.31)  -0.1120
C (-0.07, -0.92, -1.67)  -0.1277
C (-1.08, -0.44, -2.47)  -0.1220
C (-1.02, -0.44, -4.00)  -0.1527
O (-0.45, 0.77, -4.49)  -0.0560
C (-1.04, 1.24, -5.66)  -0.2362
O (-0.26, 0.83, -6.78)  -0.1124
C (-1.05, 0.51, -7.94)  -0.1835
C (-0.84, -0.97, -8.26)  -0.2422
O (-1.26, -1.33, -9.57)  -0.0556
C (-2.25, 0.06, -1.93)  0.0261
C (-2.40, 0.07, -0.56)  -0.2136
C (-3.67, 0.63, 0.09)  -0.0749
C (-4.31, 1.69, -0.79)  -0.4065
O (-3.66, 2.67, -1.13)  0.0920
N (-5.68, 1.55, -1.24)  -0.1554
C (-6.46, 2.77, -0.93)  -0.0681
C (-5.72, 1.36, -2.70)  -0.0909
C (-1.39, -0.42, 0.24)  -0.3607
C (-0.21, -0.92, -0.28)  -0.1813
N (0.87, -1.49, 0.47)  0.1295
C (0.98, -1.11, 1.83)  -0.1786
C (2.22, -1.30, 2.42)  -0.1248
C (3.39, -1.84, 1.61)  -0.1857
C (4.22, -0.72, 0.92)  -0.0815
C (2.44, -1.00, 3.76)  -0.2409
N (3.73, -1.22, 4.30)  0.1164
C (4.40, -0.17, 4.63)  -0.3765
C (4.16, 1.19, 4.01)  -0.0093
C (5.43, -0.31, 5.73)  -0.0579
C (1.41, -0.51, 4.57)  -0.2694
P (1.69, -0.17, 6.34)  0.4548
S (1.41, 1.68, 6.90)  0.1459
C (0.17, -0.31, 3.95)  -0.2293
C (-0.95, 0.26, 4.79)  -0.2824
C (-1.11, 1.64, 4.82)  -0.0625
C (-2.16, 2.08, 5.63)  -0.0533
C (-2.90, 1.12, 6.28)  -0.1856
N (-2.74, -0.19, 6.27)  0.0839
C (-1.74, -0.63, 5.50)  -0.1117
C (-0.03, -0.61, 2.64)  -0.3574
S (-1.68, -0.37, 1.99)  1.1138
H (0.05, -4.80, -2.34)  0.0733
H (-0.23, -3.64, -1.02)  0.0706
H (-0.93, -3.36, -2.66)  0.0748
H (1.32, -3.14, -3.64)  0.0727
H (2.09, -3.48, -2.10)  0.1029
H (1.35, -0.96, -3.27)  0.1088
H (2.09, -1.17, -1.72)  0.1013
H (-2.05, -0.62, -4.34)  0.1295
H (-0.45, -1.33, -4.32)  0.0895
H (-0.95, 2.34, -5.60)  0.1403
H (-2.10, 0.97, -5.75)  0.1327
H (-2.10, 0.81, -7.86)  0.0949
H (-0.61, 1.08, -8.78)  0.1317
H (-1.30, -1.62, -7.50)  0.1108
H (0.23, -1.18, -8.21)  0.0977
H (-2.00, -0.77, -9.83)  0.0808
H (-3.02, 0.41, -2.60)  0.1089
H (-4.37, -0.17, 0.36)  0.1358
H (-3.35, 1.17, 0.99)  0.0455
H (-5.96, 3.30, -0.11)  0.0906
H (-7.44, 2.47, -0.54)  0.0654
H (-6.60, 3.41, -1.81)  0.0866
H (-6.76, 1.19, -2.96)  0.0734
H (-5.17, 0.46, -3.01)  0.0783
H (-5.30, 2.23, -3.24)  0.0912
H (1.71, -1.13, 0.03)  0.0923
H (4.07, -2.39, 2.26)  0.1015
H (3.04, -2.51, 0.81)  0.0959
H (3.56, 0.09, 0.58)  0.0749
H (5.02, -0.34, 1.57)  0.0621
H (4.74, -1.12, 0.04)  0.0725
H (3.88, 1.13, 2.95)  0.0721
H (3.38, 1.77, 4.53)  0.0666
H (5.10, 1.76, 4.07)  0.0512
H (5.14, 0.40, 6.51)  0.0797
H (5.47, -1.32, 6.11)  0.0691
H (6.39, 0.02, 5.30)  0.0767
H (0.85, -1.04, 7.08)  -0.0105
H (2.99, -0.56, 6.67)  -0.0247
H (-0.47, 2.32, 4.28)  0.1241
H (-2.38, 3.14, 5.72)  0.1176
H (-3.73, 1.49, 6.87)  0.1152
H (-1.54, -1.69, 5.42)  0.1296
O (-4.89, 1.30, 3.62)  -0.0498
H (-4.34, 0.83, 4.25)  0.0067
H (-4.32, 1.39, 2.84)  0.0016
O (2.84, -4.79, 2.23)  -0.0495
H (2.98, -5.23, 3.08)  0.0423
H (1.99, -4.34, 2.33)  0.0345
O (-3.82, 2.08, -8.74)  -0.0557
H (-4.34, 2.52, -8.06)  0.0432
H (-3.27, 2.79, -9.10)  0.0450
O (2.70, -0.42, -7.46)  -0.0505
H (2.92, -0.07, -8.33)  0.0434
H (1.87, 0.02, -7.23)  0.0061
O (-9.19, 1.47, -1.96)  -0.0537
H (-9.63, 1.35, -2.81)  0.0405
H (-9.83, 1.14, -1.32)  0.0447
O (0.30, -2.48, -5.93)  -0.0489
H (0.56, -3.38, -5.71)  0.0536
H (1.10, -2.07, -6.27)  0.0427
O (7.18, 2.41, 3.43)  -0.0507
H (7.80, 3.07, 3.77)  0.0472
H (7.16, 2.58, 2.48)  0.0521
O (6.73, 2.04, 6.74)  -0.0568
H (7.34, 2.73, 7.05)  0.0451
H (6.70, 2.17, 5.79)  0.0032
O (7.57, -2.18, 6.49)  -0.0622
H (7.62, -2.81, 7.21)  0.0429
H (7.75, -1.33, 6.91)  0.0367
O (-2.21, 3.05, 1.44)  -0.0604
H (-2.42, 2.96, 0.49)  0.0107
H (-1.25, 2.96, 1.47)  0.0407

No. 3
The molecule C6H11NO2, computed with ωB97M-V with the def2-TZVPD basis set.

Calculated values
Lowest unoccupied orbital energy = 0.77 eV
SMILES = C=C(C)O[C@@H](C)/C=[NH+]/[O-]
Net charge = 0
Gap between HOMO and LUMO = 9.1513 eV
Relative energy (zero: lowest compared OMol25 entry of this formula, charge and spin) = 138.4 kcal/mol

Last column: Löwdin charge in e.
Element x y z (Å)
C (-1.80, -0.36, -0.50)  0.0250
C (-0.83, -0.77, 0.18)  -0.3397
C (-0.87, -2.22, 0.55)  -0.0149
O (0.23, 0.15, 0.72)  -0.0756
C (0.73, 0.86, -0.36)  -0.3994
C (1.00, 2.39, 0.06)  -0.0206
C (2.03, 0.17, -0.76)  -0.0263
N (2.43, -0.92, -0.19)  -0.1816
O (3.51, -1.48, -0.32)  -0.1048
H (-2.12, 0.67, -0.79)  0.0979
H (-2.59, -1.10, -0.83)  0.1063
H (-1.12, -2.74, -0.26)  0.0505
H (-1.51, -2.29, 1.42)  0.1012
H (0.10, -2.48, 0.89)  0.0568
H (0.00, 0.95, -1.20)  0.1274
H (2.06, 2.60, 0.51)  0.1147
H (0.26, 2.51, 0.84)  0.0681
H (0.73, 3.08, -0.71)  0.0533
H (2.50, 0.61, -1.64)  0.1396
H (1.74, -1.56, 0.51)  0.2222

No. 4
An isolated ion of composition C6H13BrN4 and charge +2, computed with ωB97M-V with the def2-TZVPD basis set.

Calculated values
Lowest unoccupied orbital energy = -6.48 eV
SMILES = [NH2+]=c1[nH]cc([C@H](Br)CC[NH3+])[nH]1
Net charge = +2
Gap between HOMO and LUMO = 9.3369 eV
Relative energy (zero: lowest compared OMol25 entry of this formula, charge and spin) = 9.4 kcal/mol

Last column: Löwdin charge in e.
Element x y z (Å)
N (-2.36, -1.31, 3.52)  0.1907
C (-1.57, -0.49, 2.81)  -0.3386
N (-1.02, 0.66, 3.32)  0.1552
C (-0.32, 1.25, 2.30)  0.0291
C (-0.66, 0.63, 1.09)  -0.2760
C (-0.28, 0.82, -0.32)  -0.4870
Br (-1.97, 0.33, -1.43)  0.7420
C (1.06, 0.10, -0.76)  -0.1262
C (1.63, 0.71, -2.09)  -0.1333
N (0.85, 0.29, -3.30)  0.1653
N (-1.45, -0.45, 1.47)  0.1526
H (-2.19, -1.34, 4.61)  0.2015
H (-2.63, -2.18, 3.06)  0.1376
H (-0.94, 0.70, 4.39)  0.2304
H (0.41, 2.00, 2.46)  0.1323
H (-0.19, 1.83, -0.66)  0.0835
H (0.88, -0.99, -1.07)  0.1428
H (1.79, 0.33, 0.06)  0.1452
H (1.49, 1.79, -2.15)  0.1330
H (2.64, 0.52, -2.19)  0.1132
H (-0.16, 0.32, -3.22)  0.0569
H (0.96, -0.76, -3.44)  0.1997
H (1.16, 0.74, -4.20)  0.2092
H (-1.87, -1.16, 0.89)  0.1407

Repeat the fourth record exactly.
An isolated ion of composition C6H13BrN4 and charge +2, computed with ωB97M-V with the def2-TZVPD basis set.

Calculated values
Lowest unoccupied orbital energy = -6.48 eV
SMILES = [NH2+]=c1[nH]cc([C@H](Br)CC[NH3+])[nH]1
Net charge = +2
Gap between HOMO and LUMO = 9.3369 eV
Relative energy (zero: lowest compared OMol25 entry of this formula, charge and spin) = 9.4 kcal/mol

Last column: Löwdin charge in e.
Element x y z (Å)
N (-2.36, -1.31, 3.52)  0.1907
C (-1.57, -0.49, 2.81)  -0.3386
N (-1.02, 0.66, 3.32)  0.1552
C (-0.32, 1.25, 2.30)  0.0291
C (-0.66, 0.63, 1.09)  -0.2760
C (-0.28, 0.82, -0.32)  -0.4870
Br (-1.97, 0.33, -1.43)  0.7420
C (1.06, 0.10, -0.76)  -0.1262
C (1.63, 0.71, -2.09)  -0.1333
N (0.85, 0.29, -3.30)  0.1653
N (-1.45, -0.45, 1.47)  0.1526
H (-2.19, -1.34, 4.61)  0.2015
H (-2.63, -2.18, 3.06)  0.1376
H (-0.94, 0.70, 4.39)  0.2304
H (0.41, 2.00, 2.46)  0.1323
H (-0.19, 1.83, -0.66)  0.0835
H (0.88, -0.99, -1.07)  0.1428
H (1.79, 0.33, 0.06)  0.1452
H (1.49, 1.79, -2.15)  0.1330
H (2.64, 0.52, -2.19)  0.1132
H (-0.16, 0.32, -3.22)  0.0569
H (0.96, -0.76, -3.44)  0.1997
H (1.16, 0.74, -4.20)  0.2092
H (-1.87, -1.16, 0.89)  0.1407